[1]
C23H30N4O4 | ωB97M-V with the def2-TZVPD basis set

Structure (ORCA input):
```
! RIJCOSX wB97M-V def2-TZVPD def2/J DEFGRID3
* xyz 0 1
C 4.05 -3.20 0.45
C 2.94 -2.12 0.55
N 2.55 -1.57 -0.78
C 1.45 -0.69 -0.50
C 1.72 0.71 -0.40
N 0.85 1.64 -0.12
C -0.40 1.11 0.07
C -1.47 2.00 0.39
C -2.73 1.58 0.61
C -3.05 0.19 0.48
C -2.07 -0.68 0.14
C -2.38 -2.15 -0.05
C -2.10 -2.74 -1.28
C -2.46 -4.10 -1.37
C -3.05 -4.67 -0.25
N -3.29 -4.12 0.93
C -2.95 -2.83 1.03
C -0.71 -0.26 -0.06
N 0.25 -1.19 -0.35
H 4.47 -3.26 -0.56
H 3.62 -4.17 0.73
H 4.83 -2.99 1.19
H 3.31 -1.32 1.22
H 2.04 -2.53 1.05
H 2.13 -2.33 -1.31
H 2.76 1.03 -0.57
H -1.23 3.06 0.46
H -3.52 2.30 0.85
H -4.06 -0.21 0.64
H -1.64 -2.21 -2.10
H -2.29 -4.66 -2.28
H -3.36 -5.72 -0.35
H -3.14 -2.32 1.98
O -4.76 4.11 1.28
C -4.96 4.17 2.47
O -6.18 3.87 2.94
C -6.48 3.73 4.33
C -6.79 5.07 4.97
C -3.90 4.67 3.41
H -5.68 3.20 4.85
H -7.36 3.09 4.38
H -5.94 5.75 4.92
H -7.08 4.94 6.02
H -7.62 5.56 4.44
H -3.92 5.76 3.43
H -2.93 4.34 3.05
H -3.99 4.29 4.43
O 7.81 -3.20 -4.21
C 7.23 -2.15 -4.11
O 6.37 -1.96 -3.09
C 5.78 -0.70 -2.77
C 4.53 -0.45 -3.59
C 7.39 -1.07 -5.15
H 6.51 0.11 -2.87
H 5.51 -0.75 -1.72
H 4.75 -0.40 -4.66
H 4.06 0.49 -3.29
H 3.82 -1.26 -3.44
H 6.71 -1.27 -5.98
H 8.41 -1.09 -5.52
H 7.21 -0.06 -4.78
*
```

The value obtained for the HOMO energy is -0.32301 Eh. As for the energy relative to the best compared isomer or geometry (same formula, charge and spin): 204.6 kJ/mol. Its SMILES is CCNc1cnc2cccc(-c3cccnc3)c2n1.CCOC(C)=O.CCOC(C)=O.

---

[2]
C3H30N2O11 | ωB97M-V with the def2-TZVPD basis set

Structure (ORCA input):
```
! RIJCOSX wB97M-V def2-TZVPD def2/J DEFGRID3
* xyz 0 1
C -3.08 -1.57 -0.51
C -2.99 -0.03 -0.18
N -2.88 -0.68 2.63
C -1.92 0.05 1.94
N -1.93 0.27 0.66
H -2.26 -2.13 -0.22
H -3.30 -1.64 -1.64
H -3.72 -2.30 0.11
H -4.06 0.18 0.06
H -2.99 0.41 -1.27
H -3.62 -0.98 2.09
H -3.07 -0.91 3.63
H -1.00 0.65 2.36
H -1.02 2.45 -3.07
H 0.42 2.98 -3.03
O -0.07 2.24 -3.12
H 3.52 -0.18 2.01
H 2.24 0.89 1.51
O 2.61 0.35 2.27
H 0.79 0.98 0.17
H 1.64 1.63 -0.94
O 1.54 1.56 0.05
H 1.40 -2.17 -3.15
H 0.13 -1.77 -2.34
O 0.42 -2.47 -2.97
H -0.52 -3.45 1.78
H 0.05 -2.45 0.63
O -0.16 -3.33 0.79
H 0.60 3.18 -0.97
H -0.22 4.42 -0.80
O -0.13 3.68 -1.33
H 2.73 -2.82 0.47
H 3.61 -2.77 -0.82
O 3.17 -2.18 -0.14
H -0.05 0.64 -2.55
H -0.97 0.05 -1.39
O -0.08 -0.06 -1.80
H 0.57 3.12 2.50
H -0.19 2.50 1.11
O -0.25 3.05 1.99
H 3.33 1.19 -2.70
H 2.62 -0.07 -2.14
O 2.63 0.75 -2.68
H 0.29 -1.06 3.12
H 1.53 -1.34 3.05
O 0.71 -1.96 3.43
*
```

The value obtained for the HOMO energy is -0.34551 Eh. As for the energy relative to the best compared isomer or geometry (same formula, charge and spin): 603.1 kJ/mol. Its SMILES is CC/N=C\N.O.O.O.O.O.O.O.O.O.O.O.

---

[3]
C32H83N5O13 | ωB97M-V with the def2-TZVPD basis set

Structure (ORCA input):
```
! RIJCOSX wB97M-V def2-TZVPD def2/J DEFGRID3
* xyz 0 1
C 6.07 1.31 17.13
O 6.16 -0.06 17.07
C 6.07 -0.46 15.74
C 6.28 -1.91 15.55
N 5.65 -2.66 16.59
C 6.12 -4.05 16.63
C 7.53 -4.38 17.20
O 8.50 -4.28 16.09
C 9.79 -4.36 16.62
H 5.24 1.82 16.65
H 6.99 1.74 16.73
H 6.15 1.74 18.12
H 6.76 0.06 15.08
H 5.12 0.00 15.47
H 7.28 -2.29 15.75
H 5.85 -2.22 14.60
H 5.72 -2.11 17.43
H 5.93 -4.52 15.66
H 5.38 -4.52 17.28
H 7.65 -5.36 17.66
H 7.73 -3.81 18.11
H 10.00 -5.07 17.42
H 10.14 -3.40 17.03
H 10.47 -4.67 15.83
C 1.79 3.78 11.82
O 1.75 2.48 12.40
C 2.38 2.33 13.64
C 2.35 0.85 14.09
N 3.04 0.02 13.14
C 3.12 -1.34 13.62
C 3.61 -2.34 12.50
O 3.04 -3.61 12.45
C 3.73 -4.65 13.18
H 1.17 3.79 10.92
H 2.74 4.08 11.36
H 1.53 4.66 12.40
H 1.84 2.90 14.40
H 3.38 2.75 13.74
H 1.36 0.43 14.30
H 2.86 0.88 15.05
H 2.40 -0.02 12.36
H 2.16 -1.73 13.96
H 3.80 -1.35 14.47
H 4.68 -2.13 12.39
H 3.25 -1.98 11.54
H 3.62 -4.33 14.21
H 4.81 -4.63 13.03
H 3.25 -5.59 12.90
C 8.56 -0.84 13.05
O 9.88 -1.31 12.70
C 10.88 -0.41 13.35
C 12.33 -0.78 12.84
N 12.55 -0.38 11.40
C 12.75 1.05 11.29
C 13.81 1.30 10.22
O 15.17 0.77 10.55
C 16.03 0.78 9.39
H 7.71 -1.30 12.54
H 8.34 0.21 12.83
H 8.36 -0.88 14.12
H 10.61 -0.54 14.40
H 10.66 0.60 13.01
H 12.26 -1.86 12.74
H 13.09 -0.43 13.54
H 13.46 -0.78 11.22
H 13.06 1.52 12.23
H 11.77 1.43 11.02
H 13.69 2.29 9.78
H 13.43 0.77 9.35
H 16.01 -0.11 8.77
H 17.02 1.10 9.71
H 15.70 1.64 8.80
C 10.84 10.55 14.73
O 9.45 10.24 14.59
C 9.27 8.77 14.49
C 9.54 8.14 13.13
N 9.16 6.72 13.14
C 9.79 5.96 11.99
C 9.47 4.44 11.94
O 8.02 4.25 11.67
C 7.47 3.06 12.11
H 11.38 9.69 15.13
H 11.07 11.40 15.37
H 11.17 10.79 13.72
H 8.21 8.56 14.62
H 9.72 8.20 15.30
H 10.59 8.27 12.89
H 8.93 8.68 12.41
H 8.17 6.74 12.93
H 10.85 6.21 12.06
H 9.41 6.35 11.05
H 9.65 3.90 12.87
H 10.17 3.93 11.27
H 7.90 2.15 11.68
H 6.43 3.12 11.78
H 7.49 3.01 13.20
C 6.22 1.65 4.47
O 7.60 1.79 4.77
C 7.88 2.84 5.74
C 9.37 2.90 6.07
N 9.95 1.83 6.94
C 9.39 1.81 8.29
C 9.62 0.40 8.81
O 8.60 -0.50 8.35
C 7.92 -1.11 9.49
H 6.02 0.80 3.82
H 6.02 2.60 3.97
H 5.77 1.72 5.46
H 7.26 2.60 6.61
H 7.55 3.79 5.31
H 9.47 3.92 6.44
H 9.95 2.91 5.15
H 9.62 0.91 6.73
H 8.32 2.00 8.40
H 9.96 2.53 8.89
H 9.75 0.41 9.90
H 10.58 0.17 8.36
H 8.66 -1.52 10.18
H 7.62 -1.98 8.91
H 7.05 -0.57 9.87
C 3.78 0.59 8.79
C 4.95 0.23 7.88
O 4.47 -0.31 6.58
O 3.20 -0.50 9.44
H 3.04 1.04 8.13
H 4.13 1.37 9.48
H 5.54 -0.54 8.39
H 5.73 0.99 7.90
H 5.33 -0.53 6.22
H 2.97 -1.03 8.68
O 5.80 0.25 12.24
H 4.91 0.23 12.61
H 5.66 0.18 11.29
*
```

The value obtained for the HOMO energy is -0.30602 Eh. As for the energy relative to the best compared isomer or geometry (same formula, charge and spin): 259.5 kJ/mol. Its SMILES is COCCNCCOC.COCCNCCOC.COCCNCCOC.COCCNCCOC.COCCNCCOC.OCCO.O.

---

no.,E_LUMO (eV)
1,-0.18
2,0.13
3,0.53